Formula: C5H8N2O2
Source: OMol25
Level of theory: wB97M-V/def2-TZVPD

Properties
Molecular weight, Da: 128.13
LUMO level, Ha: 0.031
SMILES: Oc1ccn(O)n1.C=C
Relative energy (zero: lowest compared OMol25 entry of this formula, charge and spin), eV: 5.334
HOMO, hartree: -0.321
Gap between HOMO and LUMO, eV: 9.57

Last column: Löwdin charge in e.
Positions of all 17 atoms, in Å:
O (-1.159684, -2.293451, 0.670142)  0.06
C (-1.412740, -1.019846, 0.300299)  -0.42
C (-2.367053, -0.639242, -0.702052)  0.01
C (-2.410289, 0.728285, -0.619761)  -0.05
N (-1.560956, 1.109107, 0.341830)  -0.21
O (-1.025236, 2.335825, 0.664720)  0.07
N (-0.976038, 0.060651, 0.938800)  0.12
H (-0.477032, -2.130495, 1.389789)  0.14
H (-3.007998, -1.138794, -1.415927)  0.10
H (-2.907604, 1.411043, -1.146799)  0.08
H (-1.134100, 2.262045, 1.604899)  0.10
C (1.719056, -0.580648, -0.599729)  -0.06
C (1.802046, 0.393729, 0.304759)  -0.08
H (1.392975, -1.529595, -0.462954)  -0.01
H (2.096017, -0.355787, -1.674191)  0.09
H (1.613865, 0.286308, 1.388184)  0.05
H (2.092685, 1.356961, 0.190529)  0.01

Force components x, y, z for each atom (eV/Å):
O 1.873 1.117 1.533
C -2.345 1.170 -0.914
C 0.235 0.193 0.174
C 2.048 -1.367 1.516
N 0.563 -1.548 0.295
O -0.760 -0.332 -0.937
N 0.245 -0.956 0.062
H -0.988 -0.935 -0.955
H 0.388 -0.551 0.347
H -1.938 2.498 -2.075
H 0.188 0.680 1.156
C 2.173 4.097 -2.346
C -0.612 -3.077 1.644
H -0.915 -2.710 0.783
H -0.910 -0.352 1.837
H -0.363 -0.660 -0.720
H 1.119 2.734 -1.400